The following is a quantum chemistry calculation of 6 unconnected molecules or ions with the total composition C32H22IN5O21PS, from the Open Molecules 2025 dataset.

Orbital gap: 6.3 eV
Spin multiplicity: 1
Largest force on an atom: 2.62 eV/A
E_LUMO: -4.7 eV
Relative energy (zero: lowest compared OMol25 entry of this formula, charge and spin): 18.0 kcal/mol
Net charge: +1
M: 1002.487 g/mol

```
83
Properties=species:S:1:pos:R:3:forces:R:3
I 0.77241 1.26003 3.20689 -0.365 -0.452 0.707
S -2.34462 -2.99102 6.12889 -0.016 -0.337 -0.091
P 0.96378 0.87324 5.62244 2.025 1.557 0.564
O 1.60765 -3.97755 -0.23131 -0.230 0.416 0.293
O -2.40821 -4.77880 -0.90532 -0.252 -0.228 -0.051
O 2.31523 4.92936 2.14609 -0.360 -0.033 -0.051
O -1.60762 4.66371 4.93530 0.152 0.134 -0.166
O -3.71357 -5.90527 -2.95854 0.267 0.255 0.396
O -0.57801 -1.43658 -3.62349 -0.702 -0.250 -0.198
O 1.36494 -0.70149 5.83829 -1.310 0.000 -0.303
O -1.95118 -2.51339 -5.66695 0.232 0.201 0.117
O 1.89903 -3.10963 -7.66417 -0.298 0.124 0.192
O 6.03614 4.29040 -0.62925 -0.365 0.068 -0.397
O -1.28349 6.43130 2.92814 -0.041 -0.455 0.371
O -4.83017 4.26445 0.75888 -0.194 -0.316 0.177
O -2.47631 -4.59364 3.41811 0.219 -0.356 -0.187
O -5.19989 2.56563 2.79419 0.122 0.310 -0.377
O 6.19518 -1.43170 -6.82881 -0.245 0.299 0.374
O 0.64995 5.18801 0.06964 0.308 -0.117 0.384
O 0.77203 -1.47798 -5.87058 0.424 -0.398 -0.782
O 4.38410 4.62955 -2.71138 0.297 -0.070 0.133
O -1.47939 -6.66415 2.05618 -0.248 0.162 0.296
O 0.66590 -1.90810 1.19893 0.135 -0.080 -0.205
O 5.07796 0.14409 -4.96848 0.236 -0.112 -0.142
N -1.26772 2.05440 7.11249 -0.021 -0.744 -0.603
N -1.81140 0.43173 5.74251 0.084 1.030 0.562
N -2.88819 0.93810 6.35844 -0.584 -1.611 -1.171
N -2.56257 1.86377 7.15911 -0.287 1.313 1.007
N -1.82595 -0.61072 4.82014 -0.224 0.583 0.312
C -0.80305 1.15993 6.21994 0.831 -1.362 -1.250
C 4.09449 -2.32896 -7.32443 -0.256 -0.075 -0.013
C 0.10069 -5.39930 0.85238 -0.075 -0.125 0.193
C 4.24527 4.59168 0.83983 -0.270 0.027 0.192
C 1.95124 4.98392 -0.16481 -0.391 0.081 -0.441
C 0.62683 -4.18667 0.65112 0.248 -0.472 -0.276
C -2.26809 -4.24094 -1.99139 0.443 0.489 0.185
C -2.37162 4.56437 3.99249 -0.252 -0.391 0.281
C -3.04538 5.42387 1.76763 -0.169 -0.170 -0.072
C 4.31972 -0.57992 -5.58359 -0.440 0.200 0.254
C -4.22864 3.47302 2.87467 -0.187 -0.470 0.432
C -1.47384 -4.38212 2.55490 -0.237 0.475 0.250
C -0.97221 -5.58620 1.81976 0.366 -0.286 -0.568
C -2.97947 -4.81400 -3.17875 -0.298 -0.294 -0.429
C -2.24224 5.50759 2.83617 0.064 0.417 -0.407
C -1.33089 -2.50727 -3.40532 0.379 0.406 0.486
C 3.87557 4.68798 -1.61060 -0.560 0.099 -0.237
C -3.42246 3.55643 3.93862 0.285 0.129 -0.016
C 2.09741 -1.42991 -6.04946 -0.188 0.435 0.452
C 4.87844 -1.49495 -6.63049 0.265 -0.341 -0.415
C -0.94655 -3.16992 2.35776 0.136 0.081 -0.006
C 2.44767 4.91328 -1.40378 0.175 -0.046 -0.146
C -2.06507 -3.06656 -4.59042 -0.422 -0.501 -0.212
C 2.65828 -2.36381 -7.07654 0.505 -0.234 -0.352
C -2.05741 -1.68599 5.41747 -0.030 -0.470 0.165
C 0.14420 -2.98839 1.40480 -0.304 0.163 0.318
C -2.88103 -4.25818 -4.39212 0.108 0.221 -0.142
C 2.82551 4.83938 1.04287 0.590 -0.074 0.172
C 2.87808 -0.59896 -5.35298 0.190 0.081 0.082
C -4.08247 4.39998 1.70493 0.342 0.600 -0.314
C -1.43513 -3.06582 -2.19100 -0.188 -0.341 0.191
C 4.74546 4.51753 -0.40065 0.417 -0.079 0.440
H -2.66751 -5.55243 3.36724 -0.030 0.004 -0.037
H 1.81014 -3.02387 -0.18670 0.086 -0.053 -0.074
H 1.82700 5.01827 -2.28259 -0.005 0.020 0.013
H 6.13796 4.28598 -1.60131 0.092 -0.007 0.025
H -5.63282 2.71557 1.92942 -0.049 -0.054 0.025
H -0.91361 -2.67120 -1.33042 0.001 0.071 -0.036
H -0.84448 6.28137 3.78776 0.080 0.111 -0.054
H -3.61938 -6.10255 -2.00713 -0.056 -0.071 -0.038
H -2.95930 6.09739 0.92637 0.023 0.005 0.012
H 6.52629 -0.75733 -6.20504 0.075 -0.031 -0.049
H -3.39104 -4.66205 -5.25533 -0.011 -0.012 0.019
H -3.51768 2.89397 4.78463 -0.090 0.061 0.031
H -0.67199 -1.23019 -4.57833 0.316 0.070 0.186
H 0.44462 -2.15912 -6.49371 -0.130 0.066 -0.008
H 1.99703 -0.80156 6.56695 -0.040 0.200 -0.154
H -1.29786 -2.29185 2.88024 -0.010 0.053 -0.093
H -3.81622 0.57500 6.14484 -0.090 0.343 0.329
H 4.86195 4.47243 1.71956 0.026 0.020 -0.023
H 0.55639 5.20328 1.04174 -0.033 0.115 -0.021
H 4.48582 -2.99523 -8.08019 0.017 0.008 0.011
H 0.44210 -6.27224 0.31420 0.003 0.015 -0.014
H 2.48331 0.07751 -4.60765 -0.009 -0.004 -0.007
```
Forces are in eV/Å.

The following is a quantum chemistry calculation of C5H7F2N in the gas phase, from the Open Molecules 2025 dataset.

Orbital gap (spin up / spin down): 8.1 / 7.8 eV
Spin multiplicity: 1
Largest force on an atom: 5.23 eV/A
E_LUMO (spin up / spin down): 0.8 / 0.7 eV
Relative energy (zero: lowest compared OMol25 entry of this formula, charge and spin): 42.0 kcal/mol
Net charge: 0
M: 119.114 g/mol

```
15
Properties=species:S:1:pos:R:3:forces:R:3
F 2.49859 0.09515 -0.86980 0.432 -0.095 -0.389
F 1.75465 0.25369 1.12939 1.992 1.045 4.466
N -0.59577 -1.43942 0.25437 2.736 3.192 -1.840
C 0.35177 1.06443 -0.45667 2.018 0.808 -2.463
C 0.78129 -1.37379 -0.12148 -1.992 0.884 0.658
C -1.53510 -0.45412 0.35485 1.997 0.079 0.606
C 1.41274 -0.00256 -0.07175 -4.205 -1.006 -2.936
C -0.98964 0.97121 0.26339 -1.257 0.438 -0.377
H -0.91200 -2.33206 0.36594 -1.069 -2.825 0.302
H 1.20612 -2.09633 -0.78767 -0.181 -0.655 0.104
H -1.64829 1.64050 -0.36052 0.192 -0.824 0.624
H 0.96360 2.06701 -0.42454 -1.677 -1.506 0.252
H 0.16591 0.88210 -1.58608 0.171 0.346 1.728
H -1.09453 1.40334 1.27205 0.743 0.045 -0.198
H -2.35934 -0.67915 1.03852 0.099 0.074 -0.538
```
Forces are in eV/Å.

largest force on an atom of number 2 (C5H7F2N)?
5.23 eV/A

The highest M belongs to which entry?
C32H22IN5O21PS